{"formula": "C31H38N3P2RbS2", "method": "wB97M-V/def2-TZVPD", "species": ["Rb", "C", "N", "C", "C", "N", "C", "C", "C", "C", "C", "C", "C", "S", "C", "C", "C", "C", "C", "C", "S", "H", "H", "H", "H", "H", "H", "H", "H", "H", "H", "H", "H", "H", "H", "H", "H", "H", "H", "C", "P", "C", "C", "C", "P", "C", "C", "H", "H", "H", "H", "H", "H", "H", "H", "H", "H", "H", "H", "H", "H", "H", "H", "N", "C", "C", "C", "C", "C", "C", "C", "C", "C", "H", "H", "H", "H"], "positions_angstrom": [[-0.072365, -0.254067, 0.444791], [-3.005651, 0.370729, -1.426359], [-2.308438, 1.367619, -0.632056], [-1.604281, 2.328731, -1.460851], [-0.408514, 1.775172, -2.251657], [0.841227, 1.791875, -1.516957], [1.848750, 1.031338, -2.233836], [1.348132, 3.062068, -1.106823], [0.881559, 4.254250, -1.638848], [1.367965, 5.489251, -1.229849], [2.370666, 5.543968, -0.279204], [2.861284, 4.374661, 0.251442], [2.377367, 3.113726, -0.123144], [3.102033, 1.741078, 0.601025], [-3.203104, 1.938511, 0.330394], [-3.637806, 3.251327, 0.242563], [-4.572478, 3.788182, 1.119620], [-5.106363, 2.992529, 2.118640], [-4.663178, 1.696855, 2.248286], [-3.701823, 1.132366, 1.392376], [-3.235038, -0.487778, 1.686190], [-3.709575, 0.838777, -2.139808], [-3.566407, -0.279209, -0.755163], [-2.301624, -0.249034, -1.985470], [-1.223533, 3.116318, -0.808578], [-2.299711, 2.782969, -2.198455], [-0.319568, 2.350922, -3.198270], [-0.591791, 0.735101, -2.540949], [2.051938, 1.470324, -3.227913], [1.524813, -0.005543, -2.361696], [2.770341, 1.033706, -1.652198], [0.118180, 4.252594, -2.408093], [0.968912, 6.395542, -1.667605], [2.777866, 6.497845, 0.035085], [3.647448, 4.403856, 0.993157], [-3.257694, 3.899822, -0.536811], [-4.894456, 4.816363, 1.005920], [-5.863316, 3.385862, 2.793410], [-5.054303, 1.068852, 3.039085], [-1.487964, 2.868738, 3.840804], [-0.174800, 1.703195, 3.256121], [1.282306, 2.795306, 3.542271], [-0.067177, 0.652535, 4.788173], [1.207388, -0.177906, 4.757268], [1.332040, -0.938217, 3.071323], [0.171142, -2.350071, 3.283955], [2.928489, -1.842464, 3.217074], [-1.263097, 3.299259, 4.819533], [-2.439884, 2.339768, 3.881288], [-1.584029, 3.670212, 3.109296], [1.436373, 2.996085, 4.606153], [1.109551, 3.734619, 3.016678], [2.166340, 2.331557, 3.105656], [-0.941749, -0.004167, 4.770929], [-0.130940, 1.271788, 5.692304], [1.225909, -0.936263, 5.552483], [2.076236, 0.474946, 4.884865], [0.430929, -2.965704, 4.150500], [0.220097, -2.938934, 2.366018], [-0.845603, -1.967960, 3.378714], [3.004757, -2.419057, 4.140409], [3.739529, -1.118975, 3.151237], [2.994699, -2.505008, 2.355174], [5.303673, -9.046603, 2.144737], [4.638471, -8.178634, 1.770481], [3.825998, -7.136867, 1.322709], [3.034715, -6.410703, 2.233919], [2.231434, -5.392977, 1.797797], [2.182426, -5.024922, 0.433020], [2.986447, -5.762590, -0.468328], [3.783529, -6.787797, -0.038313], [1.422773, -3.938807, -0.003841], [0.805296, -2.940574, -0.392400], [3.081107, -6.669821, 3.286341], [1.624312, -4.846636, 2.507080], [2.966780, -5.483668, -1.514550], [4.405233, -7.337256, -0.738009]], "forces_ev_per_a": [[-0.2, 0.2, -0.5], [-0.2, -0.2, -0.1], [0.0, 0.1, 0.0], [0.0, 0.2, -0.2], [-0.2, 0.2, 0.0], [0.0, 0.1, -0.1], [0.3, -0.2, -0.2], [0.2, 0.1, 0.3], [-0.2, 0.2, -0.2], [-0.1, 0.2, -0.2], [-0.1, 0.3, -0.1], [0.0, 0.1, 0.0], [0.1, 0.0, -0.1], [0.2, -0.8, 0.5], [-0.1, -0.1, 0.3], [0.0, 0.4, -0.2], [-0.1, 0.2, 0.0], [-0.1, 0.3, 0.0], [0.0, 0.0, 0.0], [-0.2, 0.2, 0.0], [0.4, -0.9, 0.2], [0.1, 0.1, 0.0], [0.1, -0.1, -0.1], [0.0, 0.0, 0.0], [-0.1, 0.0, -0.1], [0.1, 0.1, 0.2], [-0.1, -0.2, 0.1], [0.0, 0.1, 0.0], [-0.1, 0.0, 0.0], [0.0, 0.0, 0.0], [0.0, -0.1, -0.1], [-0.1, -0.1, 0.0], [0.0, 0.0, 0.0], [0.0, 0.1, 0.1], [0.0, -0.1, 0.0], [0.0, 0.0, 0.0], [0.0, 0.0, 0.0], [0.1, 0.0, 0.0], [0.0, -0.1, 0.0], [0.0, -0.2, -0.1], [-0.4, 0.7, 0.4], [-0.1, -0.2, 0.0], [-0.2, 0.1, 0.0], [0.1, -0.1, -0.1], [0.8, -0.6, 0.8], [0.1, 0.2, -0.1], [-0.2, 0.2, -0.1], [0.1, 0.0, 0.1], [-0.1, 0.0, 0.0], [-0.1, 0.1, 0.0], [0.0, 0.1, 0.1], [0.0, 0.0, -0.1], [0.1, 0.1, 0.0], [-0.1, 0.0, 0.0], [0.0, 0.0, -0.1], [0.0, 0.0, -0.1], [0.0, -0.1, 0.0], [0.0, 0.0, 0.0], [-0.1, -0.1, 0.0], [-0.1, 0.0, 0.0], [0.0, -0.1, 0.1], [0.1, 0.0, 0.0], [0.1, -0.1, 0.0], [-0.1, 0.2, -0.1], [0.9, -1.2, 0.5], [-0.9, 1.2, -0.4], [0.4, -0.5, -0.1], [-0.2, 0.2, -0.2], [0.5, -0.4, 0.2], [-0.3, 0.3, 0.0], [0.3, -0.4, 0.3], [-0.4, 0.4, -0.2], [0.0, -0.2, -0.1], [0.0, 0.0, -0.1], [0.0, 0.1, 0.0], [0.0, 0.0, 0.1], [-0.1, 0.0, 0.0]], "lumo_energy_ev": 3.796, "charge": -2, "homo_ha": -0.0584, "homo_lumo_gap_ha": 0.1979, "multiplicity": 1}



{"formula": "C2H14O6", "method": "wB97M-V/def2-TZVPD", "species": ["C", "C", "O", "H", "H", "H", "H", "H", "H", "O", "H", "H", "O", "H", "H", "O", "H", "H", "O", "H", "H", "O"], "positions_angstrom": [[-3.457992, -1.104985, 0.715013], [-2.802641, -0.491284, -0.368085], [-1.899963, 0.356115, -0.192872], [-3.965328, -2.069037, 0.548884], [-3.424107, -0.801904, 1.745971], [-3.234007, -0.601034, -1.380113], [-1.553806, 0.708079, -1.134676], [-0.507399, 0.803239, -2.862437], [0.242723, 1.400500, -1.625374], [-0.643759, 1.316503, -2.069188], [3.090049, -0.864848, -0.120343], [3.912607, -0.758742, -1.427113], [3.061724, -0.554345, -1.046185], [1.373682, 1.577338, 0.158075], [2.259147, 1.020807, -0.949125], [1.678107, 1.775522, -0.729449], [-0.053184, 1.258416, 2.348975], [-0.556036, 0.437605, 1.128213], [0.199172, 0.610150, 1.669615], [2.382798, -2.013520, 2.198865], [1.523394, -0.786812, 1.762236], [2.374820, -1.217769, 1.629108]], "forces_ev_per_a": [[-0.3, -1.7, -0.1], [-1.8, 0.1, 0.0], [0.0, 0.0, -0.2], [0.0, 0.7, -0.2], [0.4, 0.5, 0.1], [0.5, -0.4, 0.3], [1.4, 1.0, -0.3], [0.2, -0.1, -0.6], [0.5, 0.4, 0.2], [-0.9, -0.4, 0.5], [-0.1, 0.0, -0.1], [0.4, 0.0, -0.2], [-0.3, 0.0, 0.3], [0.0, 0.0, 0.5], [0.3, -0.1, 0.0], [-0.6, -0.1, -0.6], [0.1, -0.3, -0.3], [-0.8, 0.1, -0.3], [0.8, 0.4, 0.8], [0.0, 0.7, -0.5], [-0.1, 0.2, 0.2], [0.2, -0.8, 0.3]], "lumo_energy_ev": [-4.507, -7.745], "de_lowest_kj_mol": 0.0, "charge": 1, "homo_ha": [-0.5242, -0.5242], "homo_lumo_gap_ha": [0.3586, 0.2396], "s2": 0.76, "multiplicity": 2}



{"formula": "C28H43BrN2P2Zn", "method": "wB97M-V/def2-TZVPD", "species": ["C", "C", "C", "C", "N", "C", "C", "C", "C", "C", "C", "C", "C", "C", "Zn", "P", "H", "H", "H", "H", "H", "H", "H", "H", "C", "C", "H", "H", "H", "H", "H", "C", "C", "H", "H", "H", "H", "H", "C", "C", "H", "H", "H", "H", "H", "Br", "P", "C", "C", "H", "H", "H", "H", "H", "C", "C", "H", "H", "H", "H", "H", "C", "C", "H", "H", "H", "H", "H", "C", "C", "C", "N", "H", "H", "H", "H", "H"], "positions_angstrom": [[-1.032494, -5.223276, 1.580418], [0.225803, -4.716549, 1.940464], [1.326895, -5.193721, 1.238660], [1.172317, -6.277107, 0.383039], [-0.004877, -6.843518, 0.120466], [-1.075390, -6.317180, 0.714753], [0.445525, -3.576442, 2.795018], [0.412270, -2.357381, 2.986278], [0.244796, -1.017362, 3.453287], [-0.940060, -0.379002, 3.028571], [-1.043859, 1.007411, 3.097004], [0.104990, 1.645557, 3.505093], [1.241652, 1.102341, 4.024211], [1.264489, -0.297253, 4.093369], [-0.060138, 3.191227, 2.451759], [-0.315138, -0.507374, -1.199389], [2.258209, -4.648978, 1.236648], [-1.966355, -4.724468, 1.809750], [2.039798, -6.741880, -0.068685], [-2.010712, -6.837885, 0.505234], [2.035211, -0.801022, 4.686712], [-1.692940, -0.902160, 2.436424], [2.125607, 1.657436, 4.241714], [-2.011761, 1.490100, 2.961651], [-0.620409, 0.038987, -2.945958], [-0.399874, -0.926151, -4.093994], [0.035949, 0.914939, -3.061797], [-1.650353, 0.421424, -2.951773], [-0.555720, -0.384416, -5.034428], [0.615179, -1.333886, -4.117093], [-1.112042, -1.757336, -4.088950], [0.924111, -1.894267, -1.331208], [0.523803, -3.251081, -1.880306], [1.272632, -2.024701, -0.293984], [1.773492, -1.487477, -1.898382], [1.402815, -3.908690, -1.869053], [-0.247747, -3.736566, -1.272849], [0.178225, -3.206760, -2.917164], [-1.858101, -1.440062, -0.752706], [-2.634883, -2.141802, -1.849522], [-2.494445, -0.683212, -0.271174], [-1.566027, -2.143657, 0.040783], [-3.542411, -2.571800, -1.412747], [-2.936906, -1.464081, -2.651722], [-2.077758, -2.971969, -2.289806], [0.481048, 5.211262, 1.140167], [2.637079, 1.687237, -0.802928], [3.212557, 0.827644, -2.315161], [4.292477, 1.525231, -3.091204], [2.303699, 0.717724, -2.924044], [3.485128, -0.191102, -2.024523], [4.501559, 0.938033, -3.985614], [3.982721, 2.523548, -3.386570], [5.202594, 1.608950, -2.503869], [3.150352, 3.440472, -0.935057], [4.447311, 3.929722, -0.328136], [2.308894, 3.966238, -0.440511], [3.094508, 3.692722, -2.000827], [4.427618, 5.024692, -0.375976], [4.534170, 3.648833, 0.722824], [5.329308, 3.579526, -0.873205], [3.585969, 1.023311, 0.644290], [5.043366, 0.693488, 0.431221], [3.033503, 0.114546, 0.916569], [3.411178, 1.707728, 1.484578], [5.450231, 0.248267, 1.344445], [5.141136, -0.031896, -0.373636], [5.657013, 1.559722, 0.179669], [-5.248628, 2.513360, 0.222116], [-4.110733, 2.876690, 1.185977], [-2.816509, 2.565210, 0.595702], [-1.703370, 2.389883, 0.293904], [-5.139548, 2.956481, -0.780276], [-6.176701, 2.910034, 0.620800], [-5.411629, 1.427730, 0.201480], [-4.112565, 3.969276, 1.415565], [-4.224347, 2.283807, 2.126792]], "forces_ev_per_a": [[0.2, -0.1, -0.2], [0.2, 0.2, -0.5], [0.0, -0.5, -0.4], [-0.2, 0.0, 0.0], [0.2, -0.1, 0.5], [0.1, 0.0, -0.1], [-1.0, 2.7, -1.0], [0.1, -2.7, 1.2], [-0.3, 0.2, -0.7], [0.0, 0.2, -0.8], [0.0, -2.5, 1.2], [-0.7, 3.0, -0.4], [-0.2, -2.2, -0.4], [0.2, 0.1, 0.7], [0.8, 2.9, -1.0], [-1.0, -3.2, -2.3], [0.3, -0.3, 0.6], [0.1, -0.2, 0.7], [0.0, 0.2, -0.3], [0.0, 0.4, -0.1], [0.0, -0.1, -0.7], [0.1, -0.4, 0.6], [0.3, 0.4, 0.4], [0.4, 0.0, -0.4], [0.1, 1.6, 0.7], [0.1, -0.6, -0.3], [-0.3, 0.0, -0.2], [0.3, 0.1, 0.1], [0.0, 0.0, 0.2], [-0.1, 0.1, 0.0], [0.2, 0.2, 0.1], [1.1, 1.2, 1.0], [-0.6, -0.5, -0.4], [0.1, -0.1, -0.2], [-0.2, -0.1, 0.2], [-0.1, 0.3, 0.1], [0.2, 0.1, -0.1], [0.0, 0.0, 0.3], [0.0, 1.1, 1.6], [0.1, -0.2, -0.7], [0.0, -0.2, 0.0], [0.0, 0.2, -0.1], [0.1, 0.2, 0.0], [-0.1, -0.1, 0.1], [-0.1, 0.2, 0.1], [-0.4, -1.4, 0.8], [3.1, 0.7, 0.4], [-1.5, -0.8, 0.2], [0.4, 0.3, -0.1], [0.2, 0.0, -0.2], [0.1, 0.1, 0.1], [0.1, 0.1, 0.0], [0.1, 0.0, -0.2], [0.1, 0.0, 0.0], [-1.9, 0.3, -0.4], [0.5, -0.1, 0.3], [0.2, 0.1, -0.2], [-0.2, 0.0, 0.2], [0.0, -0.2, 0.0], [0.1, 0.1, -0.1], [-0.2, 0.0, 0.1], [-1.8, -0.3, 0.5], [0.5, 0.0, -0.5], [0.2, 0.0, 0.1], [0.0, 0.0, -0.2], [-0.2, 0.0, -0.1], [0.2, -0.1, 0.0], [-0.1, -0.1, 0.1], [-0.6, 0.0, 0.1], [-0.5, 0.1, 0.0], [2.2, 0.0, 0.2], [-1.7, -0.1, 0.1], [0.2, -0.4, 0.4], [-0.1, 0.2, 0.1], [0.3, 0.3, -0.4], [0.0, -0.8, 0.0], [0.2, 0.6, -0.6]], "lumo_energy_ev": [-9.670, -9.408], "de_lowest_kj_mol": 294.4, "charge": 2, "homo_ha": [-0.4865, -0.4866], "homo_lumo_gap_ha": [0.1312, 0.1409], "multiplicity": 1}